Entry 1:
{"formula": "C34H57N4OP2Sr", "method": "ωB97M-V with the def2-TZVPD basis set", "homo_energy_ev": -8.22, "total_charge": 1, "total_energy_ev": -63600.433, "gap_ev": 5.78, "lumo_ev": -2.44, "de_lowest_kcal_mol": 22.88, "symbols": ["C", "C", "C", "C", "C", "H", "H", "H", "N", "P", "P", "C", "H", "H", "C", "O", "C", "H", "C", "C", "C", "C", "C", "H", "H", "H", "C", "H", "H", "H", "C", "H", "H", "H", "C", "H", "H", "H", "C", "H", "H", "H", "C", "H", "H", "H", "C", "H", "H", "H", "C", "H", "H", "H", "C", "H", "H", "H", "C", "H", "H", "H", "C", "H", "H", "H", "C", "H", "H", "H", "Sr", "N", "C", "C", "C", "C", "C", "H", "H", "H", "H", "H", "H", "H", "H", "H", "N", "C", "C", "C", "N", "C", "C", "H", "H", "H", "H", "H", "H"], "positions_angstrom": [[2.258266, -1.208565, -1.446325], [1.585184, 0.891435, -2.284265], [3.216541, -1.366116, -2.449946], [2.379506, 0.641532, -3.453499], [3.218588, -0.445602, -3.490738], [3.953874, -2.175014, -2.407174], [2.300713, 1.265583, -4.348921], [3.852463, -0.645066, -4.346029], [1.463743, -0.114994, -1.322612], [0.443931, -2.738098, 0.259194], [0.457680, 2.897280, -0.603532], [2.105269, -2.369348, -0.452712], [2.422813, -3.301180, -0.949841], [2.830231, -2.231400, 0.367523], [-2.781251, -0.061635, 2.487073], [-3.587932, -0.371267, 3.243153], [0.991845, 2.193518, -2.140172], [0.879527, 2.759568, -3.081169], [-1.372146, 3.729284, -0.775029], [2.003867, 4.112735, -0.439489], [-0.348037, -3.870173, -1.084844], [0.929025, -3.686132, 1.851717], [-2.537177, 2.895029, -0.176994], [-2.417620, 2.671361, 0.897493], [-3.450581, 3.513963, -0.270074], [-2.770138, 1.960779, -0.731311], [-1.364315, 5.102701, -0.109640], [-1.191422, 5.018982, 0.967664], [-0.619788, 5.778055, -0.532743], [-2.349130, 5.566192, -0.253623], [-1.630941, 3.786031, -2.269199], [-2.605598, 4.262361, -2.476518], [-0.859900, 4.307287, -2.849095], [-1.694842, 2.751636, -2.629438], [1.948479, 4.843843, 0.913187], [2.027614, 4.133246, 1.751852], [2.788693, 5.555331, 1.004734], [1.017657, 5.406698, 1.057217], [3.332665, 3.332053, -0.522327], [3.353473, 2.440646, 0.122902], [3.570934, 3.002741, -1.543891], [4.160578, 3.992213, -0.209200], [1.850545, 5.000671, -1.662837], [1.955112, 4.412417, -2.583061], [0.877396, 5.504716, -1.707993], [2.634855, 5.766320, -1.706003], [-0.382126, -4.185260, 2.491987], [-0.154726, -4.658916, 3.458339], [-1.082681, -3.357531, 2.680980], [-0.897942, -4.938700, 1.882038], [1.610198, -2.681344, 2.803865], [2.574378, -2.321874, 2.415065], [0.985184, -1.801051, 3.012826], [1.818196, -3.185533, 3.762548], [1.891067, -4.844624, 1.599157], [2.802354, -4.525729, 1.083307], [2.188307, -5.257678, 2.571146], [1.435602, -5.663411, 1.041051], [0.117913, -3.467861, -2.492399], [1.156073, -3.767066, -2.674563], [-0.502534, -3.996949, -3.228357], [0.020699, -2.393079, -2.690530], [-1.876034, -3.624205, -0.945605], [-2.146138, -2.582328, -1.185862], [-2.407231, -4.280700, -1.653877], [-2.240005, -3.860406, 0.068540], [-0.051797, -5.358569, -0.871907], [1.015589, -5.582515, -0.956802], [-0.446674, -5.745486, 0.073609], [-0.555900, -5.921748, -1.667933], [-0.635823, 0.195902, 0.177211], [-2.411283, -0.281881, -1.887633], [-2.775098, -0.236192, -3.017426], [-2.596930, 0.027495, -4.494206], [-1.662985, 1.220272, -4.672845], [-1.835866, -1.167635, -5.045079], [-3.961697, 0.315814, -5.155393], [-2.079213, 2.131561, -4.232220], [-0.693048, 1.028737, -4.186280], [-1.458664, 1.398841, -5.745874], [-2.231892, -2.135729, -4.718178], [-1.754273, -1.156913, -6.138917], [-0.810908, -1.080867, -4.664755], [-3.877275, 0.593575, -6.228080], [-4.630960, -0.557359, -5.098809], [-4.474786, 1.161020, -4.646283], [3.524489, 2.124634, 5.349966], [2.770493, 1.744092, 4.282818], [3.360559, 1.182701, 3.121694], [2.532179, 0.801993, 2.069725], [1.173700, 0.909227, 2.102409], [0.618651, 1.470746, 3.212375], [1.361990, 1.898266, 4.309120], [4.527298, 2.024535, 5.370256], [3.106335, 2.524820, 6.184849], [4.444368, 1.057696, 3.057994], [2.961068, 0.378677, 1.158312], [-0.474344, 1.583619, 3.201711], [0.858696, 2.334099, 5.181850]], "atomic_forces_ev_per_a": [[0.323, -0.277, -0.178], [-0.555, 1.328, 0.302], [-0.213, -0.422, 1.236], [0.113, -0.775, -0.571], [-0.445, 0.563, -0.330], [-0.562, 0.149, -0.086], [0.054, 0.142, 0.598], [0.013, 0.231, -0.065], [0.286, -0.195, -0.517], [0.167, 0.162, -0.107], [0.450, -0.762, 0.511], [0.591, -0.115, -0.141], [0.099, 0.390, 0.076], [-0.370, 0.051, -0.128], [-2.391, -1.028, 2.178], [2.436, 0.979, -2.252], [-0.968, -1.706, -0.651], [0.382, -0.283, 0.543], [1.377, 0.027, -0.504], [-1.262, -0.001, 0.354], [-0.276, 0.168, 0.840], [-0.440, 0.184, -0.550], [0.252, -0.029, 0.113], [0.058, 0.102, -0.216], [0.331, -0.286, 0.100], [0.323, 0.407, 0.188], [-0.355, -0.014, -0.024], [-0.001, 0.040, -0.077], [-0.099, -0.114, 0.079], [0.092, 0.028, 0.068], [-0.560, 0.100, -0.296], [0.212, -0.015, 0.033], [-0.144, -0.072, 0.204], [0.181, 0.459, 0.109], [0.029, 0.236, -0.021], [0.013, 0.076, -0.283], [-0.270, -0.212, -0.064], [0.260, -0.089, -0.101], [-0.087, -0.249, -0.183], [-0.085, 0.324, -0.115], [-0.269, 0.050, 0.269], [-0.367, -0.104, -0.003], [0.400, 0.687, -0.296], [0.000, 0.117, 0.313], [0.325, 0.004, 0.067], [-0.055, 0.039, 0.090], [0.102, -0.068, 0.167], [-0.058, 0.120, -0.174], [0.190, -0.173, -0.055], [0.156, 0.247, 0.119], [-0.025, 0.049, 0.013], [-0.287, -0.119, 0.098], [0.092, -0.210, -0.074], [-0.104, 0.127, -0.295], [0.052, -0.278, 0.279], [-0.124, -0.032, 0.070], [0.062, 0.053, -0.095], [0.134, 0.202, 0.140], [-0.015, 0.025, 0.101], [-0.168, 0.152, 0.021], [0.053, 0.057, 0.140], [0.051, -0.126, 0.105], [0.148, -0.148, -0.155], [0.139, -0.429, 0.120], [0.079, 0.172, 0.193], [0.143, 0.080, -0.314], [-0.252, -0.111, -0.391], [-0.158, 0.047, 0.056], [0.180, 0.127, -0.199], [0.053, 0.053, 0.043], [0.725, 0.314, -0.245], [-1.817, -0.010, -3.602], [2.811, 0.710, 3.244], [-0.918, 0.046, -0.460], [0.443, 0.686, 0.258], [0.463, -0.810, -0.005], [-0.581, 0.066, -0.081], [0.026, -0.228, -0.422], [-0.327, 0.121, -0.063], [-0.326, -0.229, 0.455], [-0.069, 0.174, -0.189], [-0.302, 0.153, 0.231], [-0.120, -0.277, -0.053], [0.281, -0.234, 0.701], [0.240, 0.250, 0.007], [0.372, -0.497, -0.263], [-0.063, 0.175, 0.379], [-0.078, -0.071, -0.053], [-0.586, 0.124, -0.063], [-0.671, 0.101, 0.653], [0.209, 0.091, 0.693], [1.052, -0.257, -0.307], [-0.200, -0.151, -0.348], [-0.223, -0.046, -0.201], [0.087, -0.234, -0.540], [-0.390, 0.052, -0.038], [-0.207, 0.081, 0.226], [0.454, -0.026, 0.088], [0.278, -0.187, -0.426]], "lowdin_charge": [-0.3713, -0.3796, -0.0801, -0.0598, -0.0888, 0.1123, 0.1115, 0.1078, -0.0289, 1.0498, 0.9948, -0.3013, 0.0804, 0.0795, 0.0347, 0.0821, -0.3658, 0.0585, -0.6623, -0.6581, -0.6730, -0.6968, -0.1305, 0.0605, 0.0975, 0.0375, -0.1052, 0.0791, 0.0619, 0.0889, -0.1326, 0.0990, 0.0853, 0.0269, -0.0978, 0.0681, 0.0871, 0.0542, -0.0791, 0.0567, 0.0799, 0.0918, -0.1180, 0.0663, 0.0567, 0.0916, -0.0986, 0.0925, 0.0722, 0.0644, -0.1060, 0.0695, 0.0640, 0.0956, -0.0899, 0.0818, 0.0932, 0.0558, -0.0868, 0.0835, 0.0928, 0.0677, -0.1152, 0.0269, 0.0907, 0.0734, -0.0981, 0.0811, 0.0665, 0.0932, 1.0427, 0.1135, -0.0635, -0.5764, -0.0476, -0.0457, -0.0414, 0.0680, 0.0765, 0.1155, 0.0923, 0.1045, 0.0809, 0.1007, 0.0904, 0.0963, 0.1271, -0.3076, -0.0025, -0.1627, -0.0740, -0.1637, -0.0133, 0.1090, 0.1141, 0.1189, 0.1021, 0.0872, 0.1172]}

---

Entry 2:
{"formula": "C34H58Br8O4", "method": "ωB97M-V with the def2-TZVPD basis set", "homo_energy_ev": -6.53, "total_energy_ev": -604712.731, "gap_ev": 6.42, "lumo_ev": -0.11, "symbols": ["Br", "C", "C", "Br", "H", "H", "H", "H", "Br", "C", "C", "Br", "H", "H", "H", "H", "Br", "C", "C", "Br", "H", "H", "H", "H", "Br", "C", "C", "Br", "H", "H", "H", "H", "C", "C", "C", "C", "C", "C", "H", "H", "H", "H", "H", "H", "C", "C", "C", "C", "C", "C", "H", "H", "H", "H", "H", "H", "C", "C", "C", "C", "C", "C", "H", "H", "H", "H", "H", "H", "C", "C", "O", "H", "H", "H", "H", "H", "H", "C", "C", "O", "H", "H", "H", "H", "H", "H", "C", "C", "O", "H", "H", "H", "H", "H", "H", "C", "C", "O", "H", "H", "H", "H", "H", "H"], "positions_angstrom": [[-1.893374, 2.737496, -2.447774], [-1.548970, 1.774694, -4.140846], [-2.393742, 0.538444, -4.119803], [-2.153678, -0.394114, -5.837527], [-0.504385, 1.491875, -4.268967], [-1.757686, 2.476188, -4.944023], [-3.455083, 0.752065, -4.053847], [-2.048860, -0.108965, -3.316828], [-4.046046, 5.686335, 1.200289], [-2.341202, 5.819873, 2.159823], [-1.178077, 5.776622, 1.178987], [-0.879440, 3.904179, 0.571557], [-2.206751, 4.979667, 2.837679], [-2.365095, 6.751531, 2.716970], [-0.292817, 6.102778, 1.716963], [-1.410017, 6.272687, 0.245084], [-4.484285, -1.733484, 1.254174], [-3.516924, -0.705633, 2.625200], [-3.543784, -1.466021, 3.948015], [-5.374200, -1.395205, 4.656649], [-3.915750, 0.298903, 2.741249], [-2.486551, -0.570820, 2.297583], [-2.983002, -0.947616, 4.721916], [-3.209467, -2.493839, 3.857347], [-4.785573, -1.610074, -2.623187], [-3.084541, -2.285238, -1.899593], [-2.430624, -2.996296, -3.077743], [-0.996710, -4.220981, -2.556754], [-3.356961, -3.026089, -1.160525], [-2.482955, -1.474002, -1.510037], [-1.963101, -2.262521, -3.733822], [-3.117709, -3.568543, -3.690067], [6.254679, -0.917067, -0.209444], [6.274040, 0.028759, -1.251175], [5.091467, 0.406338, -1.858359], [3.905248, -0.207291, -1.500997], [3.856833, -1.224562, -0.589762], [5.041620, -1.527273, 0.091082], [7.141790, -1.257857, 0.303875], [7.208571, 0.497388, -1.530652], [5.143748, 1.187209, -2.606598], [2.964314, 0.133749, -1.923158], [2.940757, -1.727971, -0.314128], [4.981915, -2.357667, 0.788289], [-2.183755, -0.103400, 4.889454], [-3.472578, -0.123873, 5.439253], [-4.507500, 0.587953, 4.835239], [-4.312868, 1.259429, 3.643471], [-3.072304, 1.186298, 3.037427], [-2.036193, 0.558171, 3.669471], [-1.366972, -0.608556, 5.384845], [-3.629629, -0.540329, 6.426931], [-5.492997, 0.558366, 5.284367], [-5.149473, 1.755340, 3.167919], [-2.952696, 1.686266, 2.081935], [-1.056632, 0.553321, 3.206246], [2.681328, -0.101627, 4.635535], [3.161647, -0.109993, 3.349099], [2.587682, 0.668521, 2.342389], [1.486656, 1.449094, 2.660455], [1.098176, 1.573425, 3.994067], [1.684308, 0.794062, 4.977204], [3.127824, -0.705629, 5.416046], [3.967065, -0.794793, 3.103152], [3.001197, 0.603850, 1.344259], [0.922523, 2.007799, 1.922166], [0.374510, 2.348123, 4.214929], [1.360285, 0.891675, 6.006598], [2.137324, 2.950761, -4.620067], [2.216940, 1.441876, -4.422841], [1.841815, 0.792458, -5.623337], [2.420004, 3.442479, -3.683863], [1.146944, 3.231998, -4.964933], [2.947020, 3.272445, -5.280165], [1.439969, 1.183951, -3.689988], [3.196169, 1.197323, -3.999227], [1.433621, -0.052203, -5.377012], [0.260856, -2.669742, 2.992122], [0.809551, -2.886243, 1.566814], [-0.227763, -3.179970, 0.613736], [-0.365707, -1.776510, 2.998786], [1.144098, -2.438024, 3.587923], [-0.348831, -3.513218, 3.316012], [1.604708, -3.626370, 1.490741], [1.168796, -1.884850, 1.320356], [-0.535524, -4.072848, 0.805258], [-1.022754, 0.132330, -0.134256], [0.340742, -0.029846, -0.778191], [0.381861, -1.323205, -1.380718], [-1.874189, 0.101337, -0.816080], [-1.135191, 1.098591, 0.366264], [-1.190080, -0.653420, 0.608357], [1.151560, 0.041622, -0.045612], [0.552338, 0.754897, -1.506490], [0.113786, -1.927868, -0.658832], [2.006295, -2.778397, -5.637836], [1.756242, -2.484558, -4.151508], [0.775041, -1.452727, -4.048151], [2.391947, -1.873798, -6.106556], [1.155530, -3.142203, -6.214438], [2.820063, -3.494058, -5.789372], [2.728439, -2.057629, -3.864050], [1.493775, -3.332318, -3.523931], [0.447380, -1.523205, -3.128485]], "atomic_forces_ev_per_a": [[0.390, -0.242, -0.626], [0.185, 0.227, -0.163], [-0.045, 0.099, -0.571], [-0.044, 0.117, 0.328], [0.055, 0.210, 0.542], [-0.383, -0.076, 0.068], [0.053, -0.105, 0.166], [-0.185, -0.157, -0.138], [0.335, -0.126, 0.408], [0.197, -0.313, -0.583], [-0.663, -0.743, 0.227], [0.056, 0.650, 0.430], [-0.514, 0.057, 0.129], [0.000, 0.070, -0.082], [0.251, 0.023, -0.455], [0.354, 0.426, 0.137], [-0.414, -0.700, -0.975], [0.445, -6.562, -2.313], [-4.129, -6.668, -6.279], [-2.396, -7.138, -2.098], [-2.279, -4.485, -3.167], [-0.662, -1.372, -0.877], [-1.749, -6.405, -2.637], [-0.404, -0.700, -0.498], [0.248, 0.159, 0.339], [-0.283, -1.212, -0.971], [0.404, 0.708, -0.363], [-0.297, 0.039, 0.135], [-0.035, 0.275, 0.394], [-0.221, -0.164, 0.060], [0.116, -0.206, -0.030], [-0.123, -0.151, 0.282], [-0.722, -0.056, -0.709], [0.322, -0.327, 0.957], [0.542, 0.108, -0.004], [-1.189, 0.631, -0.747], [1.061, 0.046, 1.033], [-0.286, -0.810, -0.143], [0.161, 0.227, -0.042], [-0.002, 0.007, -0.048], [-0.280, -0.031, -0.035], [0.141, -0.073, -0.281], [-0.101, 0.024, -0.205], [0.296, 0.185, 0.221], [4.469, 8.084, 2.779], [1.646, 8.483, 7.092], [0.242, 3.812, 1.245], [-1.310, 4.781, 3.570], [1.831, 6.267, 1.870], [3.339, 1.179, 2.244], [0.017, 0.012, -0.017], [0.084, -0.230, -0.254], [0.959, 1.845, 0.480], [0.145, 0.058, -0.062], [0.217, -0.181, -0.020], [-0.133, -0.024, -0.078], [0.058, 0.295, 0.588], [0.346, -0.530, -0.706], [-0.164, -0.477, 0.290], [0.172, 0.239, 0.179], [0.093, 0.248, -0.328], [-0.429, 0.307, 0.165], [0.047, -0.121, -0.144], [0.077, 0.176, -0.087], [-0.134, 0.076, -0.078], [0.314, 0.079, -0.129], [-0.231, -0.293, 0.261], [0.017, -0.008, -0.009], [1.103, -0.347, 0.300], [-1.296, 0.699, 0.247], [0.533, -0.126, -0.040], [-0.522, 0.008, 0.148], [0.095, 0.279, -0.082], [-0.429, 0.001, -0.504], [0.396, -0.108, 0.357], [0.047, -0.441, -0.382], [0.008, 0.086, 0.090], [0.346, -0.132, -0.999], [-1.039, 0.896, 0.471], [0.424, -0.003, 0.584], [-0.077, -0.013, -0.079], [-0.245, -0.333, 0.534], [0.315, -0.077, 0.380], [0.089, 0.024, 0.161], [0.435, -0.243, -0.493], [-0.190, 0.064, -0.308], [-0.239, 0.604, 0.583], [-0.340, -0.090, 0.123], [0.119, 0.210, 0.391], [0.363, 0.005, -0.237], [0.211, -0.016, 0.121], [0.095, -0.040, -0.001], [-0.128, 0.060, 0.207], [-0.197, -0.231, -0.323], [0.009, -0.364, -0.691], [0.109, -0.335, 0.005], [0.921, 0.784, -1.276], [-0.285, -0.506, 0.256], [-0.248, 0.197, -0.066], [-0.197, 0.093, 0.235], [-0.102, -0.148, 0.337], [-0.116, -0.258, 0.690], [0.047, -0.124, -0.188], [0.110, 0.383, -0.221]], "lowdin_charge": [0.6342, -0.6492, -0.6993, 0.6684, 0.0267, 0.0588, 0.0286, 0.0203, 0.6002, -0.6820, -0.6128, 0.6035, 0.0426, 0.0573, 0.0637, 0.0403, 0.6539, -0.6586, -0.4854, 0.9996, -0.0732, 0.0526, -0.1565, 0.0912, 0.6511, -0.6734, -0.6807, 0.7161, 0.0099, 0.0087, -0.0135, 0.0410, -0.0788, -0.0840, -0.0879, -0.1051, -0.0986, -0.1012, 0.0978, 0.1001, 0.0988, 0.0849, 0.0881, 0.0985, -0.0994, -0.2687, -0.3579, -0.1185, -0.1685, -0.1256, 0.1565, 0.1445, 0.0607, 0.1508, 0.1522, 0.1033, -0.1096, -0.0980, -0.0788, -0.0970, -0.1098, -0.0933, 0.1058, 0.1004, 0.0874, 0.0471, 0.1054, 0.1049, -0.0748, -0.3363, -0.0789, 0.0745, 0.0676, 0.0749, 0.0761, 0.0912, 0.0353, -0.0490, -0.2684, -0.1312, 0.0556, 0.0689, 0.0784, 0.1213, 0.0849, 0.0946, -0.0940, -0.2677, -0.1285, 0.0452, 0.0131, 0.0672, 0.0828, 0.1007, 0.0360, -0.0744, -0.3060, -0.1519, 0.0636, 0.0747, 0.0742, 0.1056, 0.0579, 0.0262]}